(1)
DFT (wB97M-V/def2-TZVPD) results for 21 unconnected molecules or ions with the total composition C42H126O42 in a non-equilibrium geometry.

Summary:
gap between HOMO and LUMO	0.3327	Eh
calculated total energy	-131580.1056	eV
HOMO level	-9.156	eV
total charge	0
E_LUMO	-0.104	eV

Each line ends with the Löwdin charge.
Element x y z (Å)
1 O 0.86 -0.50 9.10  -0.055
2 O -3.69 2.45 -4.25  -0.080
3 O 5.05 -1.00 -3.37  -0.074
4 O -1.65 -0.36 -4.21  -0.073
5 O 3.17 -5.04 3.78  -0.090
6 O 1.14 -0.12 6.07  -0.069
7 O -0.40 0.89 0.81  -0.079
8 O -3.56 0.86 -1.59  -0.084
9 O 0.51 4.67 4.23  -0.096
10 O -2.02 5.55 2.91  -0.106
11 O -0.19 -3.01 -3.61  -0.111
12 O 2.84 0.78 4.02  -0.070
13 O 6.54 3.85 -1.48  -0.068
14 O -0.61 2.36 -4.18  -0.075
15 O 5.25 1.72 5.37  -0.051
16 O 0.57 4.90 -0.32  -0.061
17 O -3.35 -0.64 5.00  -0.066
18 O -7.05 -0.86 -3.08  -0.040
19 O 4.19 -0.58 1.17  -0.086
20 O 4.52 1.92 -2.86  -0.088
21 O 4.81 -4.60 -0.99  -0.059
22 O 0.36 -5.14 4.09  -0.080
23 O 2.64 6.99 5.95  -0.041
24 O 1.89 -3.01 5.83  -0.065
25 O 1.92 -4.51 -0.63  -0.067
26 O -3.14 -2.06 -7.20  -0.091
27 O -3.02 2.97 2.27  -0.081
28 O 6.94 0.39 0.77  -0.072
29 O -4.28 -0.91 -4.82  -0.056
30 O -2.54 -3.91 -3.21  -0.072
31 O 3.22 3.57 -1.02  -0.076
32 O -3.16 -6.54 -1.64  -0.061
33 O -0.81 -7.07 2.17  -0.058
34 O -2.02 2.43 -7.97  -0.043
35 O -1.63 0.76 3.24  -0.103
36 O -2.81 8.23 3.36  -0.038
37 O -1.40 -0.97 -1.26  -0.098
38 O -4.58 2.45 -6.66  -0.088
39 O -5.98 2.33 -0.39  -0.058
40 O -1.43 -3.58 6.06  -0.040
41 O 2.40 -3.54 -3.89  -0.075
42 O -2.11 -4.71 -8.21  -0.059
43 C -2.14 6.47 1.82  -0.172
44 C -1.87 1.95 4.09  -0.140
45 C -0.53 -0.84 -4.88  -0.222
46 C -2.18 -2.81 5.13  -0.239
47 C -0.37 -2.39 -4.96  -0.118
48 C 2.07 2.92 -0.49  -0.224
49 C -2.86 3.50 -3.85  -0.171
50 C -5.13 -1.80 -4.18  -0.245
51 C 4.22 -3.75 -0.05  -0.234
52 C 3.18 2.13 4.07  -0.218
53 C -5.15 1.25 0.08  -0.196
54 C 0.12 0.42 8.30  -0.241
55 C 5.45 2.86 -3.46  -0.198
56 C 6.18 -0.16 -0.33  -0.189
57 C 3.75 -3.97 4.52  -0.196
58 C 2.95 -2.25 -3.47  -0.202
59 C -3.20 -4.07 -2.01  -0.224
60 C 0.89 5.93 4.78  -0.209
61 C 1.24 3.90 0.44  -0.215
62 C -0.26 -4.79 2.86  -0.202
63 C -3.92 -3.22 -7.40  -0.219
64 C -4.13 1.31 -7.41  -0.208
65 C 4.41 -2.13 -3.89  -0.229
66 C -3.21 2.58 3.64  -0.188
67 C -2.60 1.33 -7.35  -0.266
68 C 6.76 3.10 -2.70  -0.203
69 C -3.69 1.37 -0.32  -0.255
70 C -1.48 2.93 -3.21  -0.182
71 C -2.75 -1.58 5.84  -0.239
72 C 4.64 0.02 -0.08  -0.205
73 C 2.90 -4.45 0.40  -0.224
74 C 0.14 -0.38 0.57  -0.211
75 C -0.18 -5.88 1.78  -0.238
76 C 2.87 -2.75 4.83  -0.216
77 C 0.92 0.91 7.10  -0.196
78 C -3.36 -4.20 -8.51  -0.241
79 C 2.09 5.75 5.77  -0.264
80 C -1.76 7.78 2.58  -0.257
81 C -5.80 -1.44 -2.87  -0.258
82 C 4.04 2.42 5.27  -0.254
83 C -2.73 -5.29 -1.11  -0.185
84 C 0.02 -0.73 -0.96  -0.139
85 H -3.28 -3.69 -9.47  0.111
86 H 1.67 0.31 5.40  0.028
87 H 3.78 -5.78 3.66  0.101
88 H -0.96 3.78 -2.76  0.108
89 H -1.47 0.57 -4.03  0.053
90 H 3.71 2.24 3.13  0.131
91 H 4.49 1.10 -0.16  0.090
92 H -1.09 -3.09 -3.30  0.017
93 H 6.54 0.26 -1.27  0.091
94 H -0.51 -0.48 -5.91  0.119
95 H -3.36 2.41 -0.40  0.131
96 H -3.25 -5.20 -0.16  0.126
97 H 3.57 -1.98 5.16  0.118
98 H -0.67 2.90 -4.97  0.089
99 H 3.60 6.92 6.02  0.096
100 H -4.05 1.89 3.59  0.114
101 H -1.68 2.18 -2.46  0.101
102 H 1.59 -2.17 6.20  0.045
103 H -6.02 -2.03 -4.77  0.126
104 H 1.24 5.34 -0.85  0.082
105 H -0.78 -4.06 5.55  0.047
106 H 2.28 2.75 4.09  0.114
107 H 1.38 2.62 -1.27  0.107
108 H -2.95 -3.33 4.56  0.122
109 H -1.56 8.54 1.82  0.115
110 H 0.28 1.73 6.76  0.105
111 H 7.02 1.34 0.89  0.091
112 H -0.29 -7.41 2.91  0.082
113 H -0.17 1.28 8.91  0.121
114 H -3.37 4.01 -3.03  0.120
115 H -4.40 2.22 -5.74  0.012
116 H 0.82 -6.24 1.53  0.110
117 H 2.33 -2.38 3.96  0.118
118 H -3.49 3.38 4.32  0.126
119 H 1.32 -5.08 4.05  0.036
120 H -5.07 -0.80 -2.37  0.100
121 H 5.68 2.46 -4.45  0.119
122 H -2.51 -4.78 -3.62  0.115
123 H 0.03 6.36 5.29  0.120
124 H -0.32 -1.11 1.24  0.119
125 H 3.50 0.36 3.47  0.076
126 H 5.97 -1.03 -3.64  0.098
127 H 7.16 2.11 -2.44  0.101
128 H -4.47 1.35 -8.45  0.118
129 H -1.83 3.14 -7.36  0.076
130 H 1.82 1.36 7.53  0.108
131 H -0.78 -0.09 7.96  0.099
132 H -1.65 -5.32 -1.02  0.108
133 H -2.32 1.41 -6.30  0.093
134 H 4.16 -2.72 -0.40  0.091
135 H -3.97 2.04 -3.43  0.081
136 H -2.84 2.14 1.81  0.042
137 H 4.52 -2.16 -4.97  0.124
138 H 1.20 6.64 4.01  0.112
139 H -4.92 -2.85 -7.62  0.118
140 H -1.05 2.62 3.84  0.108
141 H -3.11 0.83 0.43  0.112
142 H -2.23 0.40 -7.79  0.110
143 H -0.29 4.88 3.75  0.030
144 H 7.51 3.63 -3.29  0.117
145 H 0.61 -1.64 -1.09  0.104
146 H 2.72 4.92 5.44  0.092
147 H 4.89 -3.65 0.80  0.110
148 H -2.69 -6.75 -2.45  0.077
149 H 4.66 -3.65 4.02  0.111
150 H 5.70 -4.25 -1.08  0.082
151 H 4.12 -4.46 5.43  0.122
152 H 0.33 0.10 -1.59  0.115
153 H -3.92 -3.75 -6.46  0.104
154 H 0.48 -2.65 -5.59  0.122
155 H -2.68 4.16 -4.69  0.126
156 H 1.67 5.46 6.74  0.115
157 H -2.10 0.08 3.73  0.046
158 H -1.54 6.22 0.94  0.107
159 H -0.83 0.90 1.66  0.022
160 H -4.68 0.48 -6.99  0.100
161 H 3.87 -0.31 -0.78  0.101
162 H -3.49 -1.56 -6.46  0.031
163 H 4.97 -3.00 -3.55  0.114
164 H -1.77 1.61 5.12  0.112
165 H 5.46 1.50 6.28  0.091
166 H -4.09 -4.98 -8.75  0.117
167 H 1.49 -3.43 -3.61  0.011
168 H -2.06 -1.11 6.53  0.101
169 H -3.45 -0.94 -4.35  0.056
170 H -7.53 -1.63 -3.40  0.085
171 H -6.12 2.26 -1.33  0.077
172 H -4.52 -2.70 -4.16  0.101
173 H -2.89 -3.17 -1.48  0.115
174 H 0.34 -0.42 -4.37  0.109
175 H 2.34 2.01 0.05  0.099
176 H -5.93 -2.32 -2.23  0.115
177 H 5.00 -0.58 1.69  0.066
178 H 4.27 3.47 5.41  0.106
179 H 1.19 -0.36 0.85  0.102
180 H -5.67 0.34 -0.20  0.121
181 H 0.62 3.27 1.07  0.100
182 H -5.10 1.27 1.17  0.105
183 H -2.87 0.18 -1.55  0.048
184 H -1.32 -4.54 2.97  0.112
185 H 4.46 1.14 -3.41  0.066
186 H 4.92 3.77 -3.70  0.123
187 H 5.76 4.37 -1.68  0.064
188 H -1.46 -4.01 -8.08  0.084
189 H -1.28 -2.80 -5.40  0.102
190 H -0.65 -5.55 0.85  0.093
191 H -3.17 6.41 1.49  0.123
192 H 2.29 -4.99 -1.37  0.080
193 H -1.38 -1.24 -2.18  0.035
194 H 6.42 -1.22 -0.30  0.110
195 H 2.35 -1.55 -4.05  0.099
196 H -3.50 -1.96 6.53  0.123
197 H -4.27 -4.10 -2.21  0.113
198 H 2.46 -3.84 1.19  0.102
199 H 0.67 -1.38 8.79  0.083
200 H -3.15 7.42 3.74  0.079
201 H -2.30 4.71 2.54  0.038
202 H -0.80 7.68 3.09  0.101
203 H 3.07 -5.44 0.82  0.109
204 H -3.90 -0.02 5.48  0.105
205 H 3.52 2.12 6.18  0.108
206 H 2.69 -1.99 -2.45  0.103
207 H -1.53 -2.40 4.35  0.110
208 H 2.02 4.29 1.10  0.109
209 H 3.68 2.97 -1.60  0.017
210 H 0.30 -3.89 2.62  0.109

---

(2)
DFT (wB97M-V/def2-TZVPD) results for a molecular structure, C42H28Cl5N6O3SZr in a non-equilibrium geometry.

Summary:
gap between HOMO and LUMO	0.2394	Eh
calculated total energy	-133819.7280	eV
HOMO level	-10.035	eV
total charge	+1
E_LUMO	-3.521	eV

Each line ends with the Löwdin charge.
Element x y z (Å)
1 Zr 0.84 -0.53 -1.13  1.694
2 Cl 0.00 0.22 -5.86  0.755
3 Cl 5.50 -6.33 -1.12  0.706
4 Cl 1.03 -4.60 -3.59  0.760
5 Cl 4.81 2.56 -6.55  0.702
6 Cl 3.30 0.57 -1.73  0.863
7 S 0.74 -0.28 2.84  0.727
8 O 0.93 -0.13 -3.10  -0.305
9 O 2.32 -1.06 0.28  -0.279
10 O 1.35 -2.32 -1.89  -0.219
11 N -5.02 4.74 6.03  0.178
12 N -0.37 2.59 1.62  -0.009
13 N -1.28 0.27 -1.73  0.023
14 N 0.64 1.33 0.13  -0.110
15 N 0.38 -1.04 5.42  -0.128
16 N -0.52 -2.40 4.00  0.080
17 C -1.72 4.39 2.54  0.009
18 C -0.46 1.50 0.84  -0.221
19 C -1.38 3.04 2.51  -0.183
20 C 4.26 -5.14 -1.27  -0.663
21 C -3.53 -0.40 -2.15  0.019
22 C -3.00 2.56 4.21  -0.002
23 C 1.49 2.35 0.50  -0.122
24 C -0.67 -1.85 -0.16  -0.197
25 C 1.80 0.44 -3.89  -0.455
26 C -1.48 1.38 -2.51  -0.188
27 C -0.44 2.34 -2.68  -0.031
28 C -4.28 4.37 5.23  -0.175
29 C 1.54 0.70 -5.25  -0.577
30 C 4.23 -4.06 -0.45  -0.048
31 C 0.20 -1.25 4.10  -0.767
32 C -1.97 -1.78 -0.70  -0.186
33 C -0.78 -2.91 5.26  -0.068
34 C -1.84 3.63 -4.17  -0.060
35 C 3.67 1.75 -5.53  -0.674
36 C 2.24 -3.21 -1.64  -0.332
37 C 2.45 1.33 -6.06  -0.110
38 C -0.38 -2.98 0.62  -0.145
39 C 3.27 -5.34 -2.25  -0.081
40 C -3.75 0.69 -2.94  0.026
41 C -2.70 4.83 3.41  -0.004
42 C 1.05 0.12 5.96  -0.036
43 C -3.33 3.92 4.26  -0.219
44 C -1.31 -3.97 0.87  -0.090
45 C -2.71 1.62 -3.16  -0.147
46 C 2.28 -4.41 -2.41  -0.566
47 C -2.92 -2.77 -0.45  -0.022
48 C -0.22 -2.07 6.14  -0.050
49 C -2.03 2.13 3.33  0.001
50 C -0.62 3.42 -3.50  -0.046
51 C 3.22 -3.08 -0.60  -0.121
52 C 3.98 1.53 -4.20  -0.112
53 C -2.87 2.75 -3.99  -0.018
54 C 3.04 0.89 -3.42  -0.501
55 C 3.16 -1.98 0.29  -0.157
56 C 0.87 3.14 1.42  -0.016
57 C -2.59 -3.86 0.33  -0.067
58 C -2.26 -0.61 -1.56  -0.193
59 H 4.97 -3.93 0.32  0.123
60 H -3.91 -2.72 -0.87  0.103
61 H -2.98 5.87 3.44  0.128
62 H -1.34 -3.81 5.41  0.118
63 H -4.33 -1.11 -1.99  0.107
64 H 0.62 -3.10 1.03  0.093
65 H 1.13 0.02 7.04  0.095
66 H -3.32 -4.64 0.50  0.110
67 H -1.05 -4.84 1.45  0.110
68 H 2.48 2.46 0.09  0.087
69 H -1.34 0.88 0.79  0.138
70 H -0.19 -2.11 7.21  0.124
71 H 0.49 2.21 -2.16  0.084
72 H -0.80 -2.79 3.11  0.113
73 H 0.48 1.02 5.72  0.087
74 H -1.95 4.48 -4.82  0.112
75 H 2.04 0.21 5.52  0.083
76 H -3.82 2.91 -4.49  0.121
77 H 3.29 -6.22 -2.87  0.118
78 H -4.72 0.85 -3.39  0.129
79 H -1.23 5.09 1.88  0.124
80 H 4.92 1.85 -3.79  0.114
81 H -1.74 1.08 3.28  0.087
82 H 3.93 -1.95 1.07  0.153
83 H 1.22 4.00 1.96  0.135
84 H 2.22 1.51 -7.10  0.114
85 H -3.50 1.87 4.86  0.127
86 H 0.19 4.13 -3.64  0.116

---

(3)
DFT (wB97M-V/def2-TZVPD) results for a molecular structure, C42H34Br4N2O3P2ReS3.

Summary:
2S+1	4
gap between HOMO and LUMO (spin up / spin down)	0.2462 / 0.2570	Eh
calculated total energy	-386615.2132	eV
HOMO level (spin up / spin down)	-6.795 / -7.384	eV
total charge	0
E_LUMO (spin up / spin down)	-0.095 / -0.391	eV
expectation value of S²	3.770

Each line ends with the Löwdin charge.
Element x y z (Å)
1 Re 0.01 -0.09 -0.06  0.992
2 Br -3.93 -5.39 -2.11  0.712
3 Br -3.28 -2.27 -3.14  0.776
4 Br -2.52 -6.49 0.67  0.712
5 Br -0.48 -4.47 2.36  0.800
6 S 1.90 0.27 1.53  0.376
7 S -0.15 1.83 -1.60  0.368
8 S 1.57 -1.55 -1.47  0.777
9 P 0.35 1.23 2.48  0.506
10 P -0.73 2.76 0.11  0.485
11 O -1.41 -0.90 -1.19  -0.347
12 O -0.33 -1.73 1.00  -0.335
13 O 4.14 2.61 -1.38  0.125
14 N 3.09 0.63 -1.58  0.091
15 N 3.69 -1.12 -2.96  0.034
16 C -0.09 5.49 0.30  -0.076
17 C -4.96 4.51 -0.27  -0.080
18 C 3.60 -2.43 -3.60  -0.203
19 C 0.39 3.83 3.60  -0.087
20 C 4.02 1.77 -3.59  -0.175
21 C 2.06 4.53 5.17  -0.077
22 C 2.86 -0.63 -2.05  -0.713
23 C 0.37 4.18 0.35  -0.339
24 C 1.74 3.95 0.53  -0.107
25 C -4.33 3.99 -1.39  -0.072
26 C 4.68 -3.38 -3.10  -0.238
27 C -1.35 -3.90 0.80  -0.634
28 C 2.12 2.31 4.26  -0.090
29 C -3.02 4.00 1.06  -0.095
30 C -0.42 -1.90 5.01  -0.095
31 C 2.95 1.57 -4.46  -0.022
32 C -2.79 -4.27 -1.11  -0.755
33 C -2.20 -4.73 0.06  -0.754
34 C -2.38 3.49 -0.07  -0.346
35 C -1.71 -2.14 -0.82  -0.415
36 C 0.92 4.81 4.43  -0.069
37 C -4.30 4.51 0.96  -0.076
38 C -1.98 -0.14 5.47  -0.078
39 C 2.14 6.31 0.65  -0.074
40 C 5.48 2.15 -5.45  -0.069
41 C 3.81 1.71 -2.11  -0.397
42 C -1.12 -2.61 0.36  -0.398
43 C 0.16 -1.13 4.01  -0.110
44 C 2.61 5.01 0.68  -0.062
45 C 2.66 3.28 5.09  -0.071
46 C 0.99 2.59 3.50  -0.333
47 C -1.48 -1.41 5.74  -0.077
48 C -1.41 0.63 4.48  -0.082
49 C 4.42 1.96 -6.32  -0.074
50 C 5.28 2.07 -4.08  -0.023
51 C 3.15 1.68 -5.82  -0.061
52 C 0.79 6.55 0.45  -0.075
53 C -3.04 3.48 -1.29  -0.085
54 C -2.54 -2.97 -1.56  -0.649
55 C 4.54 -3.72 -1.62  -0.106
56 C -0.75 1.46 1.21  -0.666
57 C -0.33 0.14 3.75  -0.334
58 H -0.50 4.06 3.02  0.085
59 H 2.48 5.29 5.81  0.104
60 H 6.47 2.38 -5.83  0.106
61 H 2.59 1.34 4.20  0.098
62 H 4.58 2.03 -7.38  0.106
63 H 1.96 1.35 -4.06  0.108
64 H 2.61 -2.83 -3.40  0.082
65 H 0.45 5.78 4.49  0.107
66 H -2.83 0.24 6.04  0.103
67 H 4.63 -4.28 -3.71  0.111
68 H 2.32 1.54 -6.50  0.109
69 H 3.68 -2.27 -4.68  0.125
70 H 5.66 -2.93 -3.29  0.107
71 H -4.84 3.97 -2.34  0.105
72 H 6.09 2.25 -3.38  0.122
73 H -1.93 -2.02 6.52  0.104
74 H 0.42 7.57 0.41  0.104
75 H 2.12 2.94 0.55  0.060
76 H 4.67 -2.84 -0.99  0.069
77 H -0.04 -2.90 5.21  0.093
78 H 5.28 -4.45 -1.32  0.073
79 H -1.14 5.69 0.14  0.100
80 H 3.55 -4.13 -1.41  0.071
81 H 3.54 3.06 5.67  0.106
82 H -1.81 1.61 4.27  0.105
83 H -4.80 4.90 1.84  0.105
84 H -2.55 3.06 -2.16  0.072
85 H 0.97 -1.53 3.42  0.071
86 H 2.82 7.14 0.77  0.104
87 H 3.67 4.81 0.81  0.111
88 H 2.66 0.85 -0.68  0.002
89 H -5.97 4.89 -0.34  0.104
90 H 4.49 -0.56 -3.22  0.146
91 H -2.53 3.98 2.02  0.096

---

(4)
DFT (wB97M-V/def2-TZVPD) results for a molecular structure, C42H34CrN2O2P2S4 in a non-equilibrium geometry.

Summary:
2S+1	4
gap between HOMO and LUMO (spin up / spin down)	0.2784 / 0.2972	Eh
calculated total energy	-141516.0862	eV
HOMO level (spin up / spin down)	-10.859 / -10.900	eV
total charge	+1
E_LUMO (spin up / spin down)	-3.283 / -2.812	eV
expectation value of S²	3.809

Each line ends with the Löwdin charge.
Element x y z (Å)
1 Cr 1.23 0.63 -0.13  0.534
2 S 2.97 -1.95 1.74  1.051
3 S -0.50 -3.75 -0.90  1.096
4 S 4.45 -2.37 -1.75  1.105
5 S 2.87 2.01 0.93  0.783
6 P -1.58 1.74 -0.17  1.017
7 P -0.26 0.05 1.68  0.932
8 O 1.03 -1.11 -0.29  -0.395
9 O 1.43 1.96 -1.41  -0.290
10 N -1.59 0.18 0.64  -0.371
11 N 2.46 2.79 -1.53  -0.161
12 C -6.07 2.43 0.59  -0.071
13 C -0.19 3.20 4.32  -0.066
14 C 3.17 -4.51 1.85  -0.159
15 C -1.91 1.72 -4.22  -0.073
16 C 3.44 -3.39 2.56  -0.376
17 C 2.56 -4.22 0.60  -0.113
18 C -0.06 -1.75 3.78  -0.093
19 C -3.37 2.06 0.07  -0.369
20 C -4.31 1.19 -0.47  -0.091
21 C -5.66 1.38 -0.21  -0.069
22 C -1.51 0.44 -4.58  -0.071
23 C 2.39 -2.89 0.40  -0.493
24 C -1.17 -0.12 -2.27  -0.107
25 C 0.92 -3.07 -1.61  -0.443
26 C 0.00 -4.29 -3.35  -0.172
27 C -1.14 -0.47 -3.60  -0.059
28 C -1.30 -3.80 3.94  -0.061
29 C 2.77 -0.63 -2.61  -0.137
30 C 4.25 3.95 -0.49  -0.051
31 C -1.49 -2.44 1.97  -0.127
32 C -0.90 -4.54 -2.37  -0.376
33 C -0.62 -1.51 2.53  -0.339
34 C -2.29 2.06 4.57  -0.066
35 C 1.05 -3.45 -2.91  -0.105
36 C 1.80 -2.16 -0.78  -0.572
37 C -1.43 3.08 4.93  -0.068
38 C 3.68 4.37 -2.78  -0.027
39 C -1.83 -3.58 2.68  -0.069
40 C -0.41 -2.89 4.49  -0.061
41 C -3.79 3.11 0.87  -0.099
42 C 3.95 -0.45 -3.38  -0.170
43 C 2.90 -1.63 -1.69  -0.475
44 C -1.59 1.16 -1.90  -0.399
45 C 0.19 2.29 3.34  -0.094
46 C -0.67 1.26 2.99  -0.358
47 C -1.95 2.08 -2.89  -0.096
48 C 2.69 3.43 -2.69  0.010
49 C 3.24 2.98 -0.44  -0.597
50 C -5.14 3.30 1.13  -0.075
51 C 4.93 -1.33 -3.04  -0.383
52 C 4.46 4.66 -1.65  -0.028
53 C -1.91 1.15 3.61  -0.091
54 H -2.49 -0.02 1.08  0.065
55 H 2.04 3.16 -3.52  0.149
56 H 0.63 -1.03 4.21  0.114
57 H -2.51 -4.30 2.24  0.111
58 H -3.06 3.79 1.30  0.102
59 H 1.86 -3.14 -3.55  0.120
60 H 3.39 -5.50 2.18  0.108
61 H 0.49 3.99 4.61  0.109
62 H 4.04 0.29 -4.15  0.103
63 H -1.91 -2.27 0.99  0.066
64 H -0.07 -4.68 -4.35  0.108
65 H -0.91 -0.83 -1.50  0.063
66 H -3.26 1.97 5.04  0.110
67 H -1.59 -4.67 4.50  0.110
68 H 4.83 4.11 0.40  0.120
69 H -5.46 4.11 1.75  0.107
70 H 0.01 -3.06 5.47  0.111
71 H 5.21 5.43 -1.69  0.121
72 H 3.90 -3.31 3.53  0.067
73 H -1.50 0.15 -5.61  0.106
74 H -3.99 0.37 -1.10  0.111
75 H 2.28 -4.97 -0.11  0.120
76 H 3.86 4.88 -3.71  0.116
77 H -2.58 0.34 3.34  0.111
78 H -0.82 -1.47 -3.89  0.100
79 H -7.13 2.57 0.79  0.109
80 H 1.15 2.38 2.85  0.032
81 H 5.91 -1.44 -3.45  0.066
82 H -2.27 3.07 -2.58  0.110
83 H -6.38 0.70 -0.63  0.108
84 H -1.72 3.79 5.69  0.108
85 H 1.84 -0.12 -2.80  0.106
86 H -2.18 2.43 -4.98  0.106
87 H -1.79 -5.14 -2.41  0.067